# 1
Computed, not measured: a structure of composition C35H39I2N4O6PZr, with ωB97M-V/def2-TZVPD.

Geometry (Å):
Zr 0.14 -0.04 1.07
C -5.39 -0.82 0.75
N -4.07 -1.06 1.34
C -4.04 -1.73 2.64
C -2.96 -0.70 0.75
O -1.82 -1.04 1.17
C -2.98 0.19 -0.48
O -1.78 0.96 -0.46
C -1.90 2.32 -0.07
C -1.25 2.52 1.29
O -1.01 1.50 2.00
N -1.00 3.75 1.67
C -0.22 4.01 2.88
C -1.29 4.90 0.82
H -6.07 -1.59 1.11
H -5.35 -0.90 -0.34
H -5.79 0.15 1.03
H -4.35 -2.77 2.55
H -4.72 -1.21 3.31
H -3.04 -1.69 3.05
H -3.86 0.84 -0.53
H -2.95 -0.42 -1.39
H -2.95 2.63 -0.05
H -1.38 2.91 -0.82
H -0.15 3.12 3.49
H -0.69 4.81 3.45
H 0.79 4.32 2.59
H -0.62 4.93 -0.04
H -1.15 5.80 1.41
H -2.33 4.89 0.47
I 4.79 -4.00 5.36
C 3.92 -2.59 4.06
C 3.81 -1.27 4.47
C 3.16 -0.38 3.64
I 2.90 1.64 4.17
C 2.63 -0.77 2.40
O 1.95 0.11 1.64
C 2.78 -2.10 2.00
C 2.15 -2.53 0.70
N 0.66 -2.36 0.76
C 0.06 -3.20 1.81
C 0.07 -2.47 3.13
C 0.20 -3.15 4.33
C 0.14 -2.44 5.52
C -0.07 -1.07 5.48
C -0.18 -0.46 4.24
N -0.11 -1.14 3.09
C 3.43 -3.00 2.83
H 4.21 -0.96 5.42
H 2.51 -1.92 -0.13
H 2.40 -3.57 0.51
H 0.31 -2.63 -0.16
H -0.98 -3.41 1.54
H 0.58 -4.15 1.91
H 0.35 -4.22 4.33
H 0.24 -2.95 6.47
H -0.13 -0.48 6.38
H -0.33 0.60 4.16
H 3.55 -4.03 2.53
O 0.78 1.78 0.06
C 0.97 1.08 -0.98
O 0.78 -0.19 -0.86
C 1.29 1.67 -2.31
P -0.09 1.18 -3.56
C 0.58 2.07 -5.02
C 0.57 1.47 -6.28
C 1.02 2.17 -7.39
C 1.47 3.47 -7.26
C 1.44 4.09 -6.02
C 0.99 3.39 -4.91
C 0.45 -0.55 -3.91
C 1.73 -0.86 -4.37
C 2.13 -2.18 -4.51
C 1.25 -3.21 -4.20
C -0.03 -2.91 -3.77
C -0.43 -1.59 -3.63
H 2.24 1.30 -2.68
H 1.33 2.75 -2.20
H 0.21 0.45 -6.40
H 1.02 1.69 -8.37
H 1.82 4.01 -8.13
H 1.77 5.11 -5.91
H 0.97 3.90 -3.95
H 2.42 -0.06 -4.63
H 3.13 -2.40 -4.87
H 1.56 -4.24 -4.31
H -0.73 -3.72 -3.57
H -1.44 -1.36 -3.31

Calculated values
charge: +2
E: -3011.16464 a.u.
spin multiplicity: 1
strongest force on any atom: 2.093 eV Å⁻¹

# 2
Computed, not measured: a structure of composition CH4NO2PS, with ωB97M-V/def2-TZVPD.

Geometry (Å):
C 0.17 -0.70 1.24
N 0.04 1.21 -3.41
O -0.55 2.33 -0.78
O 0.18 1.87 0.31
P -0.55 0.68 -2.12
S 1.00 0.47 0.12
H 0.37 -0.44 2.31
H 0.50 -1.64 0.98
H -0.96 -0.60 0.99
H 0.51 1.03 -4.30

Calculated values
charge: 0
E: -985.09593 a.u.
spin multiplicity: 1
strongest force on any atom: 4.234 eV Å⁻¹

# 3
Computed, not measured: the molecule C3H2N2O2, with ωB97M-V/def2-TZVPD.

Geometry (Å):
O -2.72 -0.51 -0.16
C -1.78 0.22 -0.08
C -0.33 -0.11 -0.02
N 0.52 0.87 0.05
C 1.70 0.20 0.09
N 1.62 -1.10 0.04
O 0.23 -1.32 -0.04
H -1.85 1.32 -0.04
H 2.65 0.72 0.15

Calculated values
charge: 0
E: -375.45181 a.u.
SMILES: O=Cc1ncno1
spin multiplicity: 1
strongest force on any atom: 0.616 eV Å⁻¹

# 4
Computed, not measured: a cluster of 8 separate species, C5H25NO9 in total, with ωB97M-V/def2-TZVPD.

Geometry (Å):
O 2.93 0.83 2.78
C 2.64 0.61 1.61
C 2.42 1.66 0.56
C 0.96 2.08 0.25
C -0.02 0.93 -0.03
N 0.42 0.02 -1.24
C -0.75 -0.66 -1.69
O -0.69 -1.03 -3.13
H 2.42 -0.43 1.37
H 2.97 2.60 0.84
H 2.76 1.28 -0.49
H 1.15 2.85 -0.67
H 0.57 2.59 1.17
H -0.90 1.52 -0.35
H -0.31 0.37 0.89
H 1.31 -0.47 -1.04
H -1.77 -0.13 -1.62
H -0.98 -1.66 -1.13
H -0.94 -0.12 -3.49
O 0.67 -0.76 3.43
H 1.62 -0.70 3.83
H 0.15 -0.27 4.03
O -0.44 1.98 -3.45
H 0.27 1.87 -4.07
H 0.08 1.94 -2.59
O -3.49 2.23 -0.81
H -3.50 2.10 -1.74
H -3.00 1.53 -0.58
O 0.34 -2.38 0.85
H 0.65 -2.46 1.77
H 0.81 -3.12 0.32
O 2.10 -2.69 -0.98
H 2.13 -3.45 -1.44
H 1.69 -2.07 -1.57
O -2.30 -2.28 1.58
H -1.47 -2.10 1.23
H -1.89 -2.39 2.50
O -2.68 0.24 0.75
H -2.59 -0.65 1.11
H -3.38 0.61 1.27

Calculated values
charge: 0
E: -937.31357 a.u.
SMILES: O=CCCCNCO.O.O.O.O.O.O.O
spin multiplicity: 1
strongest force on any atom: 5.482 eV Å⁻¹

# 5
Computed, not measured: a structure of composition C25H44O2P2Rh, with ωB97M-V/def2-TZVPD.

Geometry (Å):
Rh -0.74 1.06 -1.13
C 2.61 -2.14 0.44
C 2.32 -1.34 1.57
C 1.14 -3.30 1.77
C 1.86 -3.34 0.54
C 1.42 -2.06 2.40
C 3.50 -1.78 -0.69
H 4.15 -0.94 -0.41
H 2.91 -1.47 -1.58
H 4.14 -2.63 -0.97
C 1.86 -4.44 -0.44
H 2.04 -4.06 -1.45
H 0.90 -4.97 -0.44
H 2.64 -5.18 -0.22
C 0.27 -4.35 2.32
H 0.78 -4.91 3.12
H -0.02 -5.07 1.55
H -0.64 -3.92 2.76
C 0.85 -1.61 3.68
H 1.06 -2.33 4.48
H -0.25 -1.48 3.61
H 1.28 -0.64 3.97
C 2.87 0.00 1.87
H 3.58 -0.02 2.72
H 2.07 0.71 2.13
H 3.41 0.41 1.00
C -1.74 2.10 -2.61
C -0.19 2.18 -2.48
C 0.22 3.56 -2.02
C 0.11 3.63 -0.49
C -0.27 2.31 0.13
C -1.75 2.04 0.37
C -2.74 2.94 -0.35
C -2.62 3.11 -1.88
H -0.41 4.30 -2.52
H -0.58 4.43 -0.19
H 1.23 3.74 -2.39
H -2.35 4.13 -2.16
H -1.84 2.23 -3.70
H 0.31 1.86 -3.40
H -3.62 2.96 -2.28
H -3.74 2.59 -0.13
H -1.75 2.42 1.41
H -2.68 3.95 0.09
H 1.10 3.87 -0.09
H 0.32 2.02 0.98
P 1.84 0.45 -2.36
C 1.51 0.13 -4.17
C 3.08 1.81 -2.21
P -2.20 -0.05 2.78
C -2.24 0.63 1.01
C -1.73 1.53 3.61
C -4.02 -0.29 2.96
H 0.53 -0.37 -4.31
H 2.29 -0.59 -4.47
H 1.53 1.03 -4.81
H 2.73 2.77 -1.79
H 3.64 1.99 -3.14
H 3.78 1.42 -1.44
H -4.56 0.66 3.05
H -4.19 -0.90 3.85
H -4.39 -0.84 2.08
H -3.15 0.30 0.47
H -2.15 1.06 -2.61
H -1.39 1.30 4.63
H -2.56 2.23 3.63
H -0.88 1.97 3.07
C -1.61 -3.01 -0.87
O -1.13 -1.69 -0.60
C -1.22 -0.88 -1.68
O -1.39 -1.31 -2.81
H -1.10 -3.40 -1.76
H -2.69 -2.95 -1.04
H -1.37 -3.59 0.03

Calculated values
charge: +1
E: -1922.07619 a.u.
spin multiplicity: 5
strongest force on any atom: 9.135 eV Å⁻¹

# 6
Computed, not measured: the ion C3H3N2S with charge +1, with ωB97M-V/def2-TZVPD.

Geometry (Å):
S -3.39 0.01 0.00
C -1.27 -0.30 0.10
C -0.52 -1.47 0.13
N 0.75 -1.08 0.10
C 0.81 0.23 0.05
N -0.43 0.76 0.04
H -0.84 -2.49 0.16
H 1.72 0.80 0.03
H -0.68 1.74 0.02

Calculated values
charge: +1
E: -623.38831 a.u.
SMILES: S=C1C=NC=[NH+]1
spin multiplicity: 1
strongest force on any atom: 7.547 eV Å⁻¹

# 7
Computed, not measured: a structure of composition C60H44BF4N5RuSTe, with ωB97M-V/def2-TZVPD.

Geometry (Å):
Ru 0.40 -0.62 -1.11
C 2.27 -5.79 -6.62
C 1.21 -6.11 -5.77
C 0.86 -5.24 -4.75
C 1.55 -4.04 -4.56
C 2.61 -3.75 -5.41
C 2.97 -4.61 -6.44
C 1.18 -3.08 -3.48
C -0.08 -2.42 -3.57
C -1.11 -2.71 -4.49
C -2.18 -1.90 -4.17
C -1.79 -1.09 -3.08
C -2.50 0.09 -2.68
C -3.95 0.10 -3.01
C -4.61 1.09 -3.73
C -5.97 1.03 -3.97
C -6.72 -0.04 -3.50
C -6.08 -1.05 -2.80
C -4.72 -0.98 -2.56
C -1.83 1.17 -2.13
N -0.59 1.11 -1.55
C -0.16 2.40 -1.32
C 0.98 2.77 -0.64
C 1.37 4.21 -0.64
C 2.43 4.61 -1.45
C 2.84 5.94 -1.48
C 2.20 6.88 -0.68
C 1.14 6.49 0.13
C 0.73 5.16 0.15
C 1.84 1.85 0.01
C 2.89 2.19 0.88
C 3.47 1.00 1.30
C 2.79 -0.04 0.64
N 1.76 0.48 -0.09
C 3.27 -1.38 0.52
C 2.96 -2.18 -0.55
C 3.67 -3.39 -0.95
C 3.17 -3.77 -2.13
C 2.08 -2.88 -2.46
N 1.99 -1.91 -1.49
C 4.33 -1.82 1.47
C 5.68 -1.77 1.12
C 6.66 -2.17 2.02
C 6.31 -2.61 3.29
C 4.97 -2.65 3.65
C 3.99 -2.25 2.75
C -1.18 3.31 -1.79
C -2.22 2.57 -2.20
N -0.51 -1.43 -2.71
H 2.54 -6.47 -7.43
H 0.67 -7.03 -5.91
H 0.05 -5.49 -4.08
H 3.16 -2.82 -5.26
H 3.79 -4.35 -7.09
H -1.05 -3.43 -5.29
H -3.14 -1.85 -4.67
H -4.04 1.91 -4.17
H -6.45 1.82 -4.54
H -7.78 -0.09 -3.69
H -6.64 -1.89 -2.41
H -4.24 -1.75 -1.96
H 2.93 3.87 -2.07
H 3.66 6.24 -2.12
H 2.52 7.91 -0.69
H 0.64 7.21 0.76
H -0.09 4.86 0.78
H 3.16 3.19 1.16
H 4.32 0.87 1.96
H 4.46 -3.85 -0.38
H 3.47 -4.63 -2.73
H 5.95 -1.42 0.13
H 7.71 -2.13 1.73
H 7.07 -2.92 3.99
H 4.68 -2.99 4.64
H 2.94 -2.28 3.03
H -1.12 4.38 -1.74
H -3.16 2.95 -2.56
C -2.36 5.42 6.74
C -2.18 4.50 5.57
C -3.27 3.87 4.97
C -3.12 3.02 3.88
C -4.33 2.36 3.27
C -1.83 2.79 3.37
Te -1.62 1.57 1.66
C -0.72 3.39 3.98
C 0.68 3.14 3.48
C -0.91 4.24 5.06
H -3.40 5.45 7.06
H -2.05 6.44 6.50
H -1.76 5.09 7.59
H -4.26 4.05 5.36
H -5.23 2.63 3.81
H -4.23 1.27 3.26
H -4.44 2.66 2.22
H 0.85 2.07 3.29
H 1.43 3.49 4.20
H 0.87 3.64 2.53
H -0.05 4.71 5.52
S -1.26 -4.68 0.86
C -0.40 -3.60 -0.16
N 0.11 -2.56 0.40
C -0.19 -2.54 1.76
C 0.19 -1.54 2.66
C -0.18 -1.67 3.98
C -0.93 -2.78 4.41
C -1.31 -3.77 3.54
C -0.93 -3.63 2.20
H -0.29 -3.81 -1.22
H 0.76 -0.69 2.31
H 0.08 -0.90 4.69
H -1.22 -2.85 5.45
H -1.91 -4.61 3.86
F -4.37 -0.38 0.59
B -3.42 -1.35 0.92
F -2.23 -1.13 0.13
F -3.89 -2.64 0.63
F -3.07 -1.23 2.28

Calculated values
charge: -1
E: -3772.36232 a.u.
spin multiplicity: 6
strongest force on any atom: 0.667 eV Å⁻¹

# 8
Computed, not measured: a cluster of 9 separate species, C26H65F8NO27P6 in total, with ωB97M-V/def2-TZVPD.

Geometry (Å):
C 1.11 -0.01 -0.61
N 0.22 -0.57 0.50
C -1.05 -1.01 -0.36
C 0.88 -1.77 1.15
C 0.03 0.65 1.44
C -1.07 0.54 2.55
O -2.29 0.78 1.92
H 2.05 0.36 -0.20
H 0.76 0.88 -1.14
H 1.29 -0.73 -1.41
H -1.68 -0.15 -0.57
H -1.49 -1.84 0.20
H -0.78 -1.33 -1.36
H 0.75 -2.57 0.42
H 0.39 -2.15 2.05
H 1.92 -1.50 1.31
H -0.02 1.53 0.79
H 1.00 0.77 1.93
H -0.84 1.31 3.28
H -1.01 -0.41 3.09
H -3.07 0.67 2.47
P 1.19 -1.95 8.22
F -0.35 -1.58 7.71
F 0.88 -3.54 7.89
F 1.85 -1.89 6.69
F 2.67 -2.29 8.72
F 1.53 -0.34 8.42
F 0.60 -2.16 9.70
C -5.98 -5.30 -0.69
O -6.95 -5.32 0.35
P -6.44 -5.40 1.91
O -5.93 -6.77 2.21
O -5.28 -4.21 2.09
C -4.41 -4.02 3.24
O -7.70 -4.94 2.76
C -8.32 -3.61 2.66
H -6.09 -4.61 -1.53
H -5.79 -6.24 -1.20
H -4.98 -5.15 -0.27
H -4.29 -3.04 3.70
H -3.43 -3.91 2.78
H -4.56 -4.76 4.04
H -9.32 -3.64 2.22
H -7.69 -2.96 2.04
H -8.56 -3.24 3.65
C -0.57 3.90 -9.52
O -1.90 3.44 -8.98
P -2.38 1.88 -8.89
O -1.72 1.05 -9.91
O -2.05 1.51 -7.35
C -2.17 0.26 -6.86
O -4.03 2.03 -9.06
C -4.73 2.92 -8.17
H 0.12 3.16 -9.93
H 0.08 4.30 -8.74
H -0.75 4.62 -10.32
H -2.96 0.28 -6.11
H -1.26 -0.22 -6.50
H -2.48 -0.47 -7.61
H -4.10 3.19 -7.31
H -5.76 2.65 -7.95
H -4.77 3.87 -8.70
C -10.78 2.27 4.28
O -9.46 1.74 4.37
P -8.05 2.47 3.94
O -6.89 1.58 4.18
O -8.22 3.06 2.35
C -8.79 4.41 2.13
O -7.95 3.80 4.86
C -7.30 3.72 6.15
H -11.41 1.72 4.97
H -11.20 2.42 3.28
H -10.84 3.30 4.62
H -9.36 4.37 1.21
H -8.07 5.22 2.24
H -9.42 4.56 3.01
H -6.82 2.76 6.34
H -7.93 3.99 7.00
H -6.50 4.45 6.09
C 4.80 3.72 4.92
O 4.25 3.55 3.62
P 4.74 4.57 2.41
O 4.06 4.25 1.11
O 6.31 4.16 2.36
C 6.68 2.81 2.23
O 4.74 6.00 3.06
C 3.58 6.82 2.96
H 4.53 2.89 5.58
H 4.36 4.55 5.47
H 5.88 3.81 5.00
H 7.12 2.52 1.28
H 5.82 2.17 2.44
H 7.45 2.61 2.98
H 3.81 7.89 2.90
H 3.09 6.72 3.93
H 2.90 6.60 2.14
C 5.30 -5.70 -6.42
O 5.53 -4.64 -5.42
P 4.49 -4.44 -4.24
O 3.17 -3.85 -4.64
O 4.71 -5.79 -3.37
C 4.64 -5.82 -2.01
O 5.29 -3.40 -3.35
C 5.69 -2.09 -3.77
H 4.27 -5.82 -6.78
H 5.64 -6.68 -6.10
H 5.88 -5.44 -7.30
H 4.76 -6.81 -1.59
H 3.67 -5.44 -1.68
H 5.33 -5.15 -1.49
H 5.08 -1.62 -4.55
H 6.70 -2.15 -4.19
H 5.69 -1.31 -3.01
C 6.14 -3.19 4.00
C 6.43 -4.67 3.75
O 7.46 -4.63 2.76
C 7.46 -3.38 2.15
O 7.93 -2.98 1.07
O 6.58 -2.54 2.80
F 5.34 -5.20 3.28
H 6.79 -2.84 4.80
H 5.12 -3.16 4.38
H 6.84 -5.21 4.60
C 5.92 4.66 -4.44
C 6.06 4.26 -5.91
O 4.81 3.80 -6.34
C 4.06 3.44 -5.24
O 3.04 2.76 -5.20
O 4.80 3.80 -4.09
F 7.07 3.34 -6.07
H 5.69 5.72 -4.30
H 6.89 4.56 -3.97
H 6.30 5.18 -6.44

Calculated values
charge: 0
E: -5963.35300 a.u.
spin multiplicity: 1
strongest force on any atom: 4.434 eV Å⁻¹

# 9
Computed, not measured: the molecule C5H10O2, with ωB97M-V/def2-TZVPD.

Geometry (Å):
C 2.38 0.55 0.30
O 1.16 0.52 -0.44
C 0.42 -0.57 0.00
C -0.28 -0.31 1.30
C -1.08 -0.55 0.05
C -1.91 0.44 -0.71
O -2.14 -0.06 -2.02
H 3.22 0.36 -0.38
H 2.39 -0.23 1.07
H 2.51 1.52 0.80
H 0.87 -1.52 -0.30
H -0.28 -1.01 2.13
H -0.18 0.74 1.59
H -1.50 -1.56 0.01
H -2.89 0.57 -0.26
H -1.40 1.41 -0.74
H -1.28 -0.29 -2.39

Calculated values
charge: 0
E: -346.92061 a.u.
SMILES: CO[C@H]1C[C@H]1CO
spin multiplicity: 1
strongest force on any atom: 0.536 eV Å⁻¹